Entry 1:
19
Properties=species:S:1:pos:R:3:forces:R:3:lowdin_charge:R:1 method="wB97M-V/def2-TZVPD" energy_ha=-588.6405 e_above_lowest_kj_mol=413.81 lumo_energy_ev="-0.248 / -0.248" gap_ev="7.583 / 7.583" homo_ev="-7.83 / -7.83"
C -0.1296 -0.6193 -2.1601 0.211 -1.580 0.950 -0.0161
N -0.1435 0.5309 -1.4386 -0.130 0.793 1.639 -0.1379
C -0.9230 0.6378 -0.2404 -0.650 1.061 -1.761 -0.5957
O 1.0180 1.2928 -1.5161 -0.140 -0.122 0.105 0.0448
O -0.6749 1.8903 0.3286 0.170 -0.435 0.110 0.0595
O -2.0091 0.0808 -0.1633 0.464 -0.205 0.466 0.0590
H 0.8277 2.0537 -0.9355 -0.039 -0.097 -0.140 0.1152
H -1.5157 2.1890 0.6992 0.019 -0.143 -0.015 0.1303
H 0.3597 -1.4933 -0.9955 -0.045 0.686 -1.106 0.1222
H -1.1170 -1.0546 -2.2510 -0.093 0.201 -0.213 0.0904
H 0.5120 -0.6006 -3.0302 0.070 0.000 0.138 0.0927
C -0.2026 -0.7272 2.1444 -0.515 0.321 -0.317 0.0174
C 0.5805 -0.6059 0.8717 1.588 -1.659 -0.392 -0.4934
O 1.6558 0.2273 1.0001 -0.583 -0.082 -0.089 0.0818
O 0.7156 -1.6561 0.1169 -0.412 1.350 0.761 0.0231
H 2.2200 0.1478 0.2183 -0.054 -0.114 -0.083 0.1201
H -0.2469 0.2346 2.6498 0.031 -0.020 0.040 0.0931
H -1.2108 -1.0649 1.9139 0.025 -0.026 0.014 0.0919
H 0.2837 -1.4632 2.7877 0.082 0.072 -0.106 0.1017


Entry 2:
16
Properties=species:S:1:pos:R:3:forces:R:3:lowdin_charge:R:1 method="wB97M-V/def2-TZVPD" energy_ha=-685.8778 e_above_lowest_kj_mol=248.69 multiplicity=2 lumo_energy_ev="3.363 / 3.780" total_charge=-1 gap_ev="2.319 / 9.280" s2=0.7504 homo_ev="1.04 / -5.50"
O 1.2344 -0.5558 -1.1426 1.527 -0.876 0.663 -0.0310
C 1.1335 -0.5784 0.0837 -3.524 0.701 0.176 -0.6205
N -0.1639 -0.4249 0.6174 2.506 -1.905 -5.850 0.0319
C -1.1974 -0.6370 -0.3986 -1.011 -1.202 0.558 -0.3642
C -1.2279 0.7000 -1.1183 1.806 1.041 -1.050 -0.5536
S -1.8143 2.3597 -0.3265 3.630 0.158 -3.835 0.4492
C 2.1674 -0.3340 1.0675 3.888 -1.069 -0.849 -0.1668
H -0.3696 -0.4435 1.5345 -0.689 -0.311 3.801 -0.0031
H -0.9596 -1.3844 -1.3111 0.142 1.285 2.449 0.1371
H -2.0593 -1.1710 0.1947 0.877 1.766 -1.433 0.0997
H -1.7063 0.6156 -2.0674 -0.956 0.063 -0.602 0.0155
H -0.0413 0.7527 -1.4993 -3.347 0.567 1.397 0.1239
H -2.5590 1.9514 0.5405 -2.801 -1.867 3.231 -0.3178
H 2.2313 0.7476 1.0114 0.501 0.366 0.670 0.0759
H 2.1657 -0.7733 2.0325 -1.341 0.144 1.142 0.0256
H 3.1662 -0.8247 0.7817 -1.205 1.140 -0.468 0.0982


Entry 3:
16
Properties=species:S:1:pos:R:3:forces:R:3:lowdin_charge:R:1 method="wB97M-V/def2-TZVPD" energy_ha=-685.8857 e_above_lowest_kj_mol=86.04 smiles=C[C@H](C[S-])NC[O-] lumo_energy_ev=6.087 total_charge=-2 gap_ev=5.535 homo_ev=0.55
C 0.5671 -1.6085 0.7754 -1.170 -0.987 -2.114 -0.1245
C -0.3500 -0.5047 0.2220 0.793 0.804 1.077 -0.5290
C -0.3367 -0.4371 -1.3062 -0.893 -1.329 0.377 -0.7162
S -1.1434 -1.8999 -2.1247 0.024 0.033 0.003 -0.0371
N 0.0316 0.7654 0.8742 0.345 0.488 0.722 -0.0617
C -0.0711 2.1789 0.2476 -0.661 -1.865 -0.632 -0.6259
O 0.2246 3.1484 1.0633 0.317 0.581 0.505 -0.3526
H 0.1184 -2.1421 1.6100 0.612 0.400 0.644 0.0539
H 1.5987 -1.3156 0.7674 0.630 0.373 0.908 0.0502
H 0.5493 -2.3653 -0.0236 -0.120 -0.182 0.071 0.0154
H -1.3328 -0.7504 0.6347 -0.421 -0.079 -0.760 0.0981
H -0.9230 0.4321 -1.5536 0.280 0.446 -0.466 0.0127
H 0.6869 -0.4320 -1.6676 0.187 0.569 -0.020 0.0325
H 0.9524 0.7084 1.2946 0.041 0.023 -0.161 0.0485
H 0.5594 2.0980 -0.6796 0.088 0.339 -0.104 0.0657
H -1.1314 2.1244 -0.1342 -0.053 0.387 -0.049 0.0700


Entry 4:
16
Properties=species:S:1:pos:R:3:forces:R:3:lowdin_charge:R:1 method="wB97M-V/def2-TZVPD" energy_ha=-685.9006 e_above_lowest_kj_mol=310.80 smiles="C[C@@H](CS)NC=O" lumo_energy_ev=0.607 gap_ev=9.128 homo_ev=-8.52
C -1.3027 -1.1325 -0.7335 -0.255 -1.509 -1.375 -0.0936
C -0.6190 -0.3372 0.3311 0.786 1.929 1.856 -0.4290
C 0.8070 -0.7927 0.7516 1.327 -3.238 -0.089 -0.5010
S 2.3123 0.0991 1.3468 -0.992 0.127 1.692 0.7087
N -0.5950 1.1572 0.1136 -2.144 -1.655 2.068 0.0166
C 0.3255 1.9935 -0.4553 -2.686 2.541 -4.048 -0.4202
O 1.4686 2.3090 -0.3632 0.567 -1.043 0.643 0.0046
H -0.9144 -0.8732 -1.7237 -0.151 -0.130 -0.045 0.0737
H -0.9715 -2.2132 -0.5259 -0.934 1.299 -0.423 0.1051
H -2.4663 -1.0396 -0.7611 2.204 -0.137 0.298 0.1134
H -1.2903 -0.6435 1.1564 0.585 1.266 0.474 0.1260
H 1.3169 -1.4178 -0.0339 -1.065 0.359 0.398 0.0688
H 0.6601 -1.5401 1.6148 0.241 1.087 -1.295 0.0825
H 3.0832 0.2931 0.2976 -0.238 -0.020 -0.922 -0.1593
H -1.5123 1.6152 0.3658 1.613 -0.616 -1.172 0.1552
H -0.3020 2.5225 -1.3810 1.142 -0.260 1.940 0.1484


Entry 5:
16
Properties=species:S:1:pos:R:3:forces:R:3:lowdin_charge:R:1 method="wB97M-V/def2-TZVPD" energy_ha=-685.8584 e_above_lowest_kj_mol=421.43 lumo_energy_ev=-1.626 gap_ev=7.579 homo_ev=-9.20
C -0.6430 0.2027 0.2893 1.063 -1.493 -0.976 -0.2588
C -1.7762 -0.4306 1.1317 0.676 3.213 0.748 -0.6668
S -2.6705 -1.4206 -0.0522 -3.241 3.197 -0.338 0.6094
C 0.7616 0.3676 0.7896 1.979 1.088 0.855 -0.4785
N 1.7710 0.6202 -0.1708 -1.755 -0.417 -0.348 -0.0246
C 1.8689 -0.2009 -1.4077 2.263 2.703 0.146 -0.0869
O 1.1163 0.4059 1.9597 -0.993 -0.142 -0.229 0.0510
H -0.5193 -0.4684 -0.5834 0.029 0.269 0.295 0.0497
H -0.9595 1.1127 -0.2103 -0.122 0.381 0.270 0.1171
H -1.5215 -0.9456 2.0467 0.690 -0.805 -0.223 0.0626
H -2.2392 0.5120 1.6309 -0.317 -1.870 -1.122 0.1103
H -3.6922 0.3501 -0.5971 1.668 -3.338 0.627 0.1437
H 2.6399 0.8720 0.2737 -0.033 -0.305 0.092 0.1156
H 1.6948 -1.2115 -1.1162 0.177 -0.964 -0.541 0.0677
H 1.2220 0.1731 -2.2056 -0.206 -0.299 0.249 0.0720
H 2.9467 0.0612 -1.7783 -1.879 -1.218 0.496 0.1165


Entry 6:
16
Properties=species:S:1:pos:R:3:forces:R:3:lowdin_charge:R:1 method="wB97M-V/def2-TZVPD" energy_ha=-686.0074 e_above_lowest_kj_mol=30.27 smiles="NC(=O)CCCS" lumo_energy_ev=0.695 gap_ev=10.060 homo_ev=-9.36
N 1.3720 0.6364 1.5423 0.409 -0.624 0.128 0.1621
C 0.0122 0.7042 1.6783 -0.113 0.220 0.097 -0.5511
O -0.5284 0.9241 2.7411 0.133 -0.180 0.097 0.0545
C -0.8032 0.5952 0.4199 -0.721 -0.065 -0.343 -0.1251
C -0.1113 0.4766 -0.9329 0.670 1.262 0.153 -0.2971
C 0.3278 -0.9015 -1.3554 -0.763 -0.539 -0.178 -0.5705
S -1.0346 -1.9098 -2.0358 -0.036 -0.062 -0.089 0.7030
H 1.8612 0.3665 2.3853 -0.036 0.314 0.034 0.1121
H 1.7353 0.1827 0.7179 -0.045 0.132 0.005 0.0783
H -1.4527 1.4706 0.4383 0.109 0.163 -0.066 0.1274
H -1.5265 -0.2125 0.5700 0.167 -0.154 0.040 0.1161
H 0.7742 1.1275 -0.9390 0.068 -0.070 0.246 0.1085
H -0.7251 0.9925 -1.6707 -0.239 -0.550 -0.253 0.1075
H 0.7189 -1.4854 -0.5279 0.327 0.089 0.137 0.0639
H 1.0661 -0.8805 -2.1516 0.100 0.081 -0.007 0.0667
H -1.6860 -2.0865 -0.8798 -0.029 -0.018 0.001 -0.1561